This record from the Open Molecules 2025 dataset describes a molecular structure, C31H32N10Ru. The level of theory is ωB97M-V/def2-TZVPD.

Positions of all 74 atoms, in Å:
Ru  -0.939  1.018  -0.498
C  -2.097  0.985  -3.429
N  -0.718  0.992  -2.886
C  -0.024  2.242  -3.278
C  -0.531  3.401  -2.474
C  -0.714  4.664  -2.995
C  -1.083  5.697  -2.143
C  -1.254  5.435  -0.792
C  -1.077  4.144  -0.343
N  -0.729  3.139  -1.168
C  0.059  -0.194  -3.334
C  0.042  -1.337  -2.357
C  0.215  -2.646  -2.757
C  0.364  -3.630  -1.787
C  0.335  -3.276  -0.447
C  0.132  -1.950  -0.122
N  -0.011  -1.000  -1.061
C  -3.039  0.117  -2.638
C  -4.228  -0.330  -3.189
C  -5.071  -1.112  -2.419
C  -4.695  -1.440  -1.121
C  -3.504  -0.951  -0.638
N  -2.689  -0.178  -1.381
H  -2.073  0.650  -4.468
H  -2.476  2.010  -3.438
H  -0.112  2.430  -4.351
H  1.037  2.113  -3.055
H  -0.552  4.843  -4.050
H  -1.228  6.698  -2.531
H  -1.523  6.217  -0.096
H  -1.195  3.894  0.703
H  1.099  0.118  -3.442
H  -0.270  -0.517  -4.323
H  0.257  -2.893  -3.810
H  0.515  -4.662  -2.078
H  0.480  -4.007  0.336
H  0.112  -1.623  0.910
H  -4.481  -0.079  -4.212
H  -6.004  -1.474  -2.829
H  -5.315  -2.071  -0.499
H  -3.163  -1.194  0.360
C  -4.536  2.242  2.579
C  -3.447  1.874  1.680
N  -2.595  1.579  0.969
H  -4.767  1.399  3.230
H  -5.417  2.503  1.994
H  -4.236  3.096  3.186
C  2.700  0.481  -0.449
C  1.952  0.644  0.825
N  0.651  0.918  0.948
C  0.381  1.008  2.319
C  1.514  0.727  2.995
N  2.485  0.498  2.044
C  3.798  -0.117  2.295
N  3.608  -1.530  2.382
N  2.969  -2.141  1.344
N  2.782  -3.372  1.631
C  3.297  -3.607  2.895
C  3.337  -4.791  3.643
C  3.911  -4.720  4.884
C  4.439  -3.506  5.386
C  4.412  -2.337  4.662
C  3.823  -2.425  3.397
H  2.015  0.579  -1.288
H  3.163  -0.506  -0.489
H  3.476  1.242  -0.547
H  -0.599  1.215  2.706
H  1.714  0.641  4.050
H  4.214  0.263  3.223
H  4.456  0.152  1.473
H  2.941  -5.716  3.247
H  3.974  -5.608  5.496
H  4.891  -3.501  6.369
H  4.844  -1.425  5.052

The value obtained for the orbital gap (spin up / spin down) is 0.2666 / 0.1663 Eh. Its highest occupied orbital energy (spin up / spin down) is -0.555 / -0.555 Eh. The calculation puts the LUMO energy (spin up / spin down) at -0.289 / -0.389 Eh. As for the net charge: +3. Its spin multiplicity is 6.

---

This record from the Open Molecules 2025 dataset describes a molecular structure, C38H58BF4Ge2HgN2SSi2Te in a non-equilibrium geometry. The level of theory is ωB97M-V/def2-TZVPD.

Positions of all 110 atoms, in Å:
Hg  -0.322  -0.322  -0.169
C  4.197  -0.819  2.721
C  3.869  -0.899  1.242
Ge  2.454  0.404  0.508
C  3.632  1.994  -0.006
C  4.646  2.364  1.059
C  1.736  1.269  2.183
C  0.660  2.046  2.367
Ge  -0.598  2.255  0.758
C  -2.647  2.381  1.019
C  -3.388  2.934  2.225
C  -0.080  4.094  -0.041
C  -0.384  5.307  0.823
C  0.418  2.708  3.653
C  1.193  2.515  4.805
C  0.944  3.223  5.964
C  -0.084  4.151  6.023
C  -0.859  4.361  4.895
C  -0.603  3.655  3.739
H  4.973  -1.540  2.998
H  3.312  -1.041  3.314
H  4.549  0.175  2.991
H  3.524  -1.910  1.026
H  4.774  -0.745  0.649
H  2.984  2.847  -0.213
H  4.150  1.748  -0.934
H  4.145  2.605  1.995
H  5.247  3.226  0.759
H  5.322  1.530  1.235
H  2.377  1.069  3.035
H  -2.961  1.345  0.884
H  -2.975  2.909  0.119
H  -3.055  2.456  3.144
H  -4.456  2.741  2.115
H  -3.259  4.011  2.328
H  -0.616  4.176  -0.987
H  0.984  4.073  -0.276
H  -1.440  5.340  1.084
H  -0.143  6.236  0.301
H  0.194  5.282  1.745
H  2.004  1.799  4.806
H  1.562  3.048  6.838
H  -0.273  4.703  6.934
H  -1.665  5.084  4.915
H  -1.190  3.829  2.856
C  1.652  -3.874  -0.313
Si  0.331  -3.767  1.070
C  1.177  -3.222  2.698
C  -0.177  -5.603  1.371
C  -1.086  -2.618  0.581
C  -1.501  -2.964  -0.795
C  -2.356  -4.020  -1.126
C  -2.652  -4.268  -2.451
C  -2.072  -3.487  -3.440
C  -1.231  -2.466  -3.037
N  -0.951  -2.227  -1.770
Si  -2.460  -2.349  1.857
C  -2.923  -3.860  2.966
C  -1.821  -1.080  3.150
C  -4.124  -1.736  1.178
H  2.491  -4.508  -0.036
H  2.039  -2.885  -0.544
H  1.214  -4.268  -1.226
H  2.121  -3.739  2.844
H  0.548  -3.432  3.556
H  1.382  -2.157  2.686
H  0.686  -6.227  1.593
H  -0.665  -6.014  0.493
H  -0.870  -5.688  2.201
H  -2.802  -4.614  -0.341
H  -3.328  -5.070  -2.722
H  -2.289  -3.639  -4.487
H  -0.763  -1.805  -3.758
H  -2.080  -4.166  3.577
H  -3.243  -4.716  2.382
H  -3.738  -3.597  3.636
H  -0.831  -1.346  3.505
H  -2.477  -1.038  4.016
H  -1.758  -0.076  2.737
H  -4.706  -2.550  0.759
H  -3.973  -1.022  0.378
H  -4.716  -1.250  1.951
N  -0.640  1.886  -2.935
C  -1.049  1.544  -4.207
C  -2.414  1.495  -4.499
C  -2.842  1.291  -5.791
C  -1.924  1.123  -6.817
C  -0.569  1.130  -6.528
C  -0.129  1.328  -5.233
H  -1.320  1.637  -2.226
H  0.306  1.611  -2.695
H  -3.126  1.594  -3.695
H  -3.902  1.254  -5.996
H  -2.264  0.985  -7.835
H  0.152  0.972  -7.319
H  0.929  1.306  -5.005
F  -3.099  -0.312  -1.711
B  -4.272  -0.741  -2.355
F  -5.253  0.225  -2.154
F  -4.059  -0.902  -3.710
F  -4.703  -1.943  -1.820
Te  2.433  -0.580  -2.315
C  3.997  -0.305  -3.726
C  5.316  -0.642  -3.635
C  6.064  -0.403  -4.805
C  5.316  0.128  -5.806
S  3.680  0.344  -5.304
H  5.741  -1.065  -2.742
H  7.114  -0.626  -4.903
H  5.612  0.398  -6.801

The value obtained for the orbital gap (spin up / spin down) is 0.1979 / 0.2110 Eh. Its highest occupied orbital energy (spin up / spin down) is -0.053 / -0.083 Eh. The calculation puts the LUMO energy (spin up / spin down) at 0.145 / 0.128 Eh. Its relative energy (zero: lowest compared OMol25 entry of this formula, charge and spin) is 5.20 kJ/mol. As for the net charge: -2. Its spin multiplicity is 2.

---

This record from the Open Molecules 2025 dataset describes a molecular structure, C38H34As2NPt in a non-equilibrium geometry. The level of theory is ωB97M-V/def2-TZVPD.

Positions of all 76 atoms, in Å:
Pt  -0.278  -0.738  -0.025
N  -1.816  -1.969  0.666
C  -1.818  -3.399  0.442
C  -2.237  -4.216  1.480
C  -2.296  -5.587  1.301
C  -1.917  -6.124  0.080
C  -1.466  -5.293  -0.932
C  -1.415  -3.904  -0.783
C  -0.851  -3.076  -1.884
C  -1.053  -3.526  -3.191
C  -0.294  -3.048  -4.244
C  0.710  -2.133  -3.980
C  0.856  -1.622  -2.698
C  0.033  -2.000  -1.627
H  -2.015  -1.788  1.644
H  -2.553  -1.532  0.110
H  -2.525  -3.777  2.430
H  -2.629  -6.225  2.108
H  -1.959  -7.192  -0.082
H  -1.108  -5.727  -1.857
H  -1.805  -4.284  -3.375
H  -0.444  -3.434  -5.243
H  1.368  -1.795  -4.771
H  1.665  -0.925  -2.534
C  0.931  2.016  1.939
C  1.379  2.441  0.554
As  1.327  0.920  -0.701
C  1.751  1.753  -2.370
C  2.820  2.645  -2.432
C  3.111  3.280  -3.629
C  2.335  3.038  -4.755
C  1.261  2.163  -4.688
C  0.963  1.521  -3.493
C  2.979  -0.011  -0.179
C  2.984  -0.781  0.984
C  4.116  -1.486  1.361
C  5.258  -1.444  0.573
C  5.259  -0.695  -0.592
C  4.125  0.018  -0.967
As  -0.697  0.975  1.714
C  -1.476  0.921  3.478
C  -0.645  0.684  4.571
C  -1.161  0.735  5.857
C  -2.507  1.010  6.053
C  -3.343  1.210  4.964
C  -2.832  1.162  3.674
C  -1.812  2.317  0.841
C  -2.053  3.534  1.482
C  -2.837  4.502  0.877
C  -3.398  4.260  -0.372
C  -3.164  3.055  -1.014
C  -2.368  2.086  -0.411
H  0.710  2.852  2.602
H  1.702  1.412  2.421
H  2.403  2.809  0.541
H  0.731  3.230  0.172
H  3.432  2.841  -1.561
H  3.944  3.968  -3.681
H  2.565  3.541  -5.685
H  0.651  1.982  -5.563
H  0.123  0.843  -3.438
H  2.096  -0.852  1.600
H  4.099  -2.083  2.264
H  6.138  -2.005  0.860
H  6.138  -0.669  -1.222
H  4.145  0.579  -1.890
H  0.407  0.462  4.427
H  -0.511  0.564  6.706
H  -2.906  1.069  7.058
H  -4.395  1.414  5.116
H  -3.488  1.328  2.829
H  -1.634  3.725  2.464
H  -3.015  5.444  1.380
H  -4.018  5.013  -0.841
H  -3.600  2.863  -1.986
H  -2.174  1.154  -0.929

The value obtained for the orbital gap is 0.2985 Eh. Its highest occupied orbital energy is -0.386 Eh. The calculation puts the LUMO energy at -0.088 Eh. As for the net charge: +1.

---

This record from the Open Molecules 2025 dataset describes 2 unconnected molecules or ions with the total composition C3H8S2 in a non-equilibrium geometry. The level of theory is ωB97M-V/def2-TZVPD.

Positions of all 13 atoms, in Å:
C  0.800  2.994  -1.656
C  0.952  1.712  -1.389
H  0.379  3.600  -0.869
H  1.103  3.452  -2.590
H  0.626  1.355  -0.420
H  1.298  1.026  -2.145
C  0.155  -2.507  1.454
S  -0.702  -0.952  1.801
S  -2.276  -1.154  0.461
H  0.105  -2.650  0.371
H  1.190  -2.494  1.752
H  -0.416  -3.352  1.839
H  -3.216  -1.031  1.391

The value obtained for the orbital gap is 0.3386 Eh. Its highest occupied orbital energy is -0.320 Eh. The calculation puts the LUMO energy at 0.019 Eh. Its relative energy (zero: lowest compared OMol25 entry of this formula, charge and spin) is 131.02 kJ/mol. Its SMILES is C=C.CSS.

---

This record from the Open Molecules 2025 dataset describes 2 unconnected molecules or ions with the total composition CH3BBr2 in a non-equilibrium geometry. The level of theory is ωB97M-V/def2-TZVPD.

Positions of all 7 atoms, in Å:
B  -0.083  1.316  0.138
C  -0.293  -1.477  0.314
Br  0.527  -2.814  -0.736
Br  1.530  0.525  0.742
H  -1.030  0.970  0.578
H  0.084  2.336  -0.563
H  -0.734  -0.856  -0.472

The value obtained for the orbital gap is 0.3013 Eh. Its highest occupied orbital energy is -0.336 Eh. The calculation puts the LUMO energy at -0.034 Eh. Its relative energy (zero: lowest compared OMol25 entry of this formula, charge and spin) is 417.00 kJ/mol.

---

| no. | energy (a.u.) |
| --- | --- |
| 1 | -1842.0284 |
| 2 | -7569.3680 |
| 3 | -6113.8850 |
| 4 | -915.4271 |
| 5 | -5212.6244 |